Entry 1:
Here is a 2-piece molecular cluster, C11H29FIN4O6PS overall from the OMol25 dataset. Energies are from ωB97M-V/def2-TZVPD.

Calculated total energy in eV: -61065.29864
Total charge: 0
SMILES: NC(N)(N)CN(CCCI)S(=O)(=O)F.CCOP(=O)(OCC)OCC
LUMO energy in eV: 0.2534
E_HOMO in eV: -9.279

Structure (XYZ):
```
54
C11H29FIN4O6PS ωB97M-V/def2-TZVPD
N 5.5200 -1.2243 -0.9629
C 5.0258 -1.2624 -2.3161
N 4.0701 -2.3532 -2.4692
N 6.1775 -1.5261 -3.2116
C 4.4525 0.1337 -2.7033
N 3.6143 0.6663 -1.6184
C 2.2162 0.9942 -2.0180
C 1.4032 -0.1554 -2.5830
C 0.9752 -1.2944 -1.6107
I 1.4239 -1.0215 0.4558
S 4.3284 1.9739 -0.9060
O 4.8370 2.8894 -1.8709
O 5.2570 1.5885 0.0888
F 3.1450 2.6804 -0.1796
H 6.4526 -0.8333 -0.9763
H 5.5363 -2.1476 -0.5505
H 3.5834 -2.5273 -1.5987
H 3.4241 -2.1841 -3.2251
H 5.8731 -2.0370 -4.0332
H 6.7897 -2.1636 -2.7183
H 3.9175 0.0722 -3.6498
H 5.3338 0.7471 -2.8833
H 1.6571 1.4736 -1.2230
H 2.2793 1.7464 -2.8186
H 0.4830 0.2979 -2.9538
H 1.8687 -0.6195 -3.4511
H 1.3587 -2.2348 -1.9921
H -0.1056 -1.3883 -1.6645
C -2.6270 -2.6636 2.4442
C -3.6067 -2.1561 1.4024
O -4.0965 -0.8477 1.7043
P -3.0701 0.4223 1.5769
O -2.8337 0.5313 0.1114
O -4.0879 1.6800 1.7970
C -4.2996 2.6868 0.8097
C -5.5240 2.3716 -0.0229
O -2.6300 0.4000 3.1328
C -3.1670 1.2230 4.1794
C -4.5360 0.7620 4.6217
H -1.7078 -2.0716 2.4426
H -2.3597 -3.7021 2.2448
H -3.0551 -2.5936 3.4440
H -3.1478 -2.1562 0.4090
H -4.4780 -2.8095 1.3628
H -3.4164 2.8228 0.1883
H -4.4558 3.6240 1.3492
H -5.4486 1.3840 -0.4780
H -5.6557 3.1122 -0.8130
H -6.4173 2.3678 0.6037
H -3.1560 2.2738 3.9004
H -2.4709 1.1250 5.0147
H -5.2629 0.8039 3.8135
H -4.8909 1.3916 5.4388
H -4.4964 -0.2725 4.9655
```

Entry 2:
Here is C11H29NaO14S4 as an isolated structure from the OMol25 dataset. Energies are from ωB97M-V/def2-TZVPD.

Calculated total energy in eV: -88297.09040
Total charge: 0
LUMO energy in eV: 0.2101
E_HOMO in eV: -5.857

Structure (XYZ):
```
59
C11H29NaO14S4 ωB97M-V/def2-TZVPD
Na 1.0037 0.4034 -0.5113
O 1.9853 2.4719 -0.9893
H 1.0845 2.5495 -0.6527
O 2.0813 -1.4165 3.7454
S 1.8792 -0.2722 2.9248
O 1.7282 -0.4195 1.5215
O 0.5742 0.5043 3.4029
C 0.2676 0.5107 4.8021
C 0.3196 1.9072 5.3524
C 3.1421 0.9355 3.1952
H 0.8327 -0.1994 5.4040
H -0.7649 0.1594 4.8951
H 1.2494 2.4006 5.0336
H 0.3929 1.9705 6.4367
H -0.4625 2.5519 4.9559
H 2.7733 1.8385 2.7149
H 4.0669 0.5217 2.8080
H 3.2069 1.0943 4.2712
O -1.0566 0.4241 0.9073
S -2.4191 -0.0003 0.7528
O -2.8463 -0.7106 -0.4018
O -2.7562 -0.8448 2.0401
C -2.0623 -2.1160 2.1416
C -2.3327 -2.6687 3.5141
C -3.5075 1.3605 1.0809
H -0.9957 -1.9260 1.9851
H -2.3770 -2.7743 1.3301
H -1.7581 -3.5883 3.6454
H -3.3853 -2.9223 3.6235
H -1.9731 -1.9806 4.2760
H -2.8877 2.1180 1.5531
H -4.3013 0.9949 1.7216
H -3.8723 1.7226 0.1241
O -0.6512 1.1279 -4.8001
S -1.4208 0.7050 -3.6794
O -0.8244 -0.0534 -2.6338
O -2.0666 1.9386 -2.9370
C -2.6840 2.9824 -3.7111
C -1.6931 3.9089 -4.3844
C -2.8350 -0.1899 -4.2186
H -3.2799 3.5414 -2.9924
H -3.3540 2.5825 -4.4759
H -0.7787 4.0501 -3.8056
H -2.1102 4.8995 -4.5609
H -1.3517 3.4732 -5.3222
H -3.2025 -0.6912 -3.3239
H -2.4713 -0.9371 -4.9213
H -3.6217 0.4138 -4.6567
C 5.1191 -3.4231 -2.6394
C 3.7637 -3.5980 -3.3489
O 2.9420 -2.4999 -2.8792
S 3.6125 -1.8726 -1.5949
O 3.3941 -2.7209 -0.4831
O 3.3207 -0.4943 -1.5143
O 5.0994 -2.0945 -2.1076
H 5.9600 -3.5731 -3.3078
H 5.2160 -4.1029 -1.7928
H 3.2576 -4.5232 -3.0902
H 3.8307 -3.4489 -4.4225
```

Entry 3:
Here is C11H29NbPS as an isolated structure from the OMol25 dataset. Energies are from ωB97M-V/def2-TZVPD.

Calculated total energy in eV: -33547.66175
Total charge: -1
LUMO energy in eV: 3.1210
E_HOMO in eV: -3.878

Structure (XYZ):
```
43
C11H29NbPS ωB97M-V/def2-TZVPD
C -0.6502 3.4130 -2.0923
C 0.8464 3.6519 -1.9842
S 1.6208 2.9639 -0.5050
C 1.2610 1.1881 -0.6843
Nb 0.1684 0.1720 1.0660
C -0.1491 -0.7017 3.1260
C -1.5569 -1.2985 3.0566
C -0.0236 0.2463 4.3243
C 1.3824 0.8197 4.5436
P -0.3671 -1.6830 -0.6589
C 1.1776 -2.1439 -1.5902
C 1.0439 -2.8747 -2.9216
C -1.5037 -0.9520 -1.9381
C -2.0122 -1.8400 -3.0724
H -1.1508 3.6849 -1.1629
H -0.8935 2.3708 -2.2952
H -1.0742 4.0074 -2.9058
H 1.3644 3.3066 -2.8824
H 1.0389 4.7247 -1.9050
H 2.2017 0.7063 -0.9418
H 0.5993 1.1009 -1.5487
H 1.6857 -0.8763 1.0483
H 0.9606 1.6515 1.7536
H -1.5692 0.7278 0.6506
H 0.5573 -1.5171 3.3103
H -2.3171 -0.5885 2.7173
H -1.6042 -2.1523 2.3792
H -1.8737 -1.6374 4.0527
H -0.7597 1.0501 4.2214
H -0.3198 -0.2994 5.2332
H 2.0665 0.4520 3.7796
H 1.7815 0.5362 5.5201
H 1.4105 1.9065 4.4850
H 1.7989 -1.2568 -1.7256
H 1.7042 -2.7749 -0.8724
H 1.9632 -3.4114 -3.1679
H 0.8501 -2.1905 -3.7465
H 0.2295 -3.6020 -2.8983
H -2.3475 -0.6398 -1.3210
H -1.0828 -0.0298 -2.3504
H -2.2443 -2.8421 -2.7048
H -2.9219 -1.4229 -3.5129
H -1.2913 -1.9457 -3.8793
```

Entry 4:
Here is C11H30Cl2N4O2Ru as an isolated structure from the OMol25 dataset. Energies are from ωB97M-V/def2-TZVPD.

<S²>: 0.754
Calculated total energy in eV: -49548.96174
Total charge: +3
LUMO energy (spin up / spin down) in eV: -10.4980 / -11.5364
ΔE to the lowest compared entry with this formula, charge and spin in kcal/mol: 21.2
Spin multiplicity: 2
E_HOMO (spin up / spin down) in eV: -19.772 / -19.855

Structure (XYZ):
```
50
C11H30Cl2N4O2Ru ωB97M-V/def2-TZVPD
Ru -0.1807 0.1415 -0.0068
N 0.9243 -1.7175 -0.4644
C 0.1367 -2.9556 -0.2087
C -0.7971 -2.6141 0.9220
N -1.5620 -1.3900 0.5283
C -2.3968 -0.9447 1.6963
C -2.7830 0.4975 1.4893
N -1.4901 1.1955 1.2888
C -2.4884 -1.7005 -0.6368
C -1.9457 -1.1601 -1.9404
N -1.4835 0.2168 -1.6427
H 1.3111 -1.7217 -1.4047
H 1.7358 -1.7219 0.1485
H 0.7838 -3.7974 0.0351
H -0.4052 -3.2215 -1.1125
H -0.2334 -2.3642 1.8232
H -1.4812 -3.4288 1.1671
H -1.7885 -1.0413 2.5977
H -3.2571 -1.6069 1.8032
H -3.3210 0.9069 2.3441
H -3.4111 0.6422 0.6107
H -1.0039 1.2156 2.1855
H -1.5949 2.1723 1.0171
H -3.4544 -1.2422 -0.4284
H -2.6572 -2.7763 -0.6820
H -2.6925 -1.1740 -2.7340
H -1.0791 -1.7166 -2.2893
H -2.2920 0.8038 -1.4340
H -1.0645 0.6287 -2.4776
C 2.4409 -0.3943 1.8994
O 1.2574 0.4167 1.6783
C 1.5397 1.8374 1.8688
C 1.6904 2.5174 0.5420
O 0.4414 2.3189 -0.1598
C 0.2587 3.2737 -1.2412
H 2.9281 -0.0684 2.8156
H 3.1295 -0.3104 1.0560
H 2.1144 -1.4207 2.0647
H 2.4335 1.9447 2.4801
H 0.7076 2.2639 2.4289
H 2.5067 2.1006 -0.0536
H 1.8586 3.5867 0.6837
H 0.2243 4.2733 -0.8102
H -0.6939 3.0540 -1.7182
H 1.0688 3.2024 -1.9619
Cl 4.4443 0.5993 -1.6531
C 3.2976 0.1853 -2.8889
Cl 1.5788 0.5971 -2.3508
H 3.3040 -0.8795 -3.0883
H 3.4410 0.7767 -3.7862
```

Entry 5:
Here is C11H30Cl2OP3Sn as an isolated structure from the OMol25 dataset. Energies are from ωB97M-V/def2-TZVPD.

Calculated total energy in eV: -72655.32254
Total charge: +3
LUMO energy (spin up / spin down) in eV: -12.6640 / -12.6641
ΔE to the lowest compared entry with this formula, charge and spin in kcal/mol: 0.0
E_HOMO (spin up / spin down) in eV: -17.506 / -17.506

Structure (XYZ):
```
48
C11H30Cl2OP3Sn ωB97M-V/def2-TZVPD
C 1.1630 -0.1092 -4.8167
C 1.4937 -0.0607 -3.4609
H 2.1420 -0.0259 -5.3463
H 0.4417 0.7288 -5.0654
H 0.5978 -1.0398 -5.0582
O 2.0518 -0.0096 -2.4626
Cl -1.8415 -0.3083 -2.7962
Sn -0.5201 -0.1452 -0.9938
P -0.1810 2.5985 -0.6053
C 0.9119 3.6634 0.3912
C 0.0438 3.2548 -2.2835
H -0.0049 4.3593 -2.2472
H -1.9152 4.2897 -0.3996
H -0.7238 2.8782 -2.9676
H -2.6067 2.6645 -0.7297
H 1.9681 3.3851 0.2188
H 1.0305 2.9623 -2.6832
C -1.8418 3.2169 -0.1682
H 0.7883 4.7330 0.1051
H -2.0390 3.0573 0.9005
H 0.7012 3.5662 1.4669
P 0.1024 -2.7912 -0.2199
C 1.3917 -3.6107 0.7740
C -1.4606 -3.5383 0.4248
H -0.4613 -3.1670 -2.5679
H 0.0918 -4.6729 -1.7414
H 1.2810 -3.4177 -2.2414
C 0.2734 -3.5852 -1.8535
H -2.3003 -3.0548 -0.0728
H -1.4500 -4.6116 0.2263
H 1.3445 -4.7047 0.6615
H 1.2814 -3.3573 1.8396
H -1.5384 -3.3516 1.4915
H 2.3795 -3.2592 0.4377
Cl -2.6687 -0.2962 0.4088
C 1.4302 1.0454 3.1217
P 0.0307 0.2132 2.2589
C -0.0424 -1.3209 3.3261
C -1.3383 1.1224 2.9743
H 2.3361 0.4282 2.9972
H 1.3023 1.2437 4.2120
H 1.6174 1.9939 2.6124
H -0.2998 -1.1196 4.4099
H -0.8197 -1.9936 2.9059
H 0.9296 -1.8518 3.2856
H -1.5650 0.9240 4.0885
H -1.2277 2.2356 2.8409
H -2.2795 0.8387 2.4013
```

Entry 6:
Here is C11H30ClINOP2Sc as an isolated structure from the OMol25 dataset. Energies are from ωB97M-V/def2-TZVPD.

Calculated total energy in eV: -75319.88190
Total charge: +2
LUMO energy (spin up / spin down) in eV: -10.4704 / -9.5413
E_HOMO (spin up / spin down) in eV: -15.193 / -15.188

Structure (XYZ):
```
48
C11H30ClINOP2Sc ωB97M-V/def2-TZVPD
C 2.2704 0.4228 0.2443
I -1.8669 -0.8113 -2.4490
H 3.1973 0.4363 -0.3601
H 2.4043 -0.3028 1.0568
H 2.1457 1.4186 0.6919
Sc 0.4690 -0.0377 -1.0095
P 1.1783 -2.6501 -0.8310
C 0.3103 -3.4677 0.5611
C 0.6572 -3.6170 -2.3026
H 1.1146 -4.6168 -2.3118
H 3.0827 -4.2158 -0.6976
H 0.9629 -3.0567 -3.1970
H 3.5060 -2.6195 -1.4143
H -0.7673 -3.2741 0.4573
H -0.4396 -3.6822 -2.3209
C 2.9318 -3.1277 -0.6268
H 0.4936 -4.5540 0.5824
H 3.2963 -2.7555 0.3403
H 0.6402 -3.0154 1.5083
P 0.2097 2.6057 -1.5318
C -0.9235 3.4547 -0.3707
C 1.6877 3.6822 -1.5641
H -0.0210 2.2387 -3.9054
H -0.4543 3.9354 -3.4917
H -1.5929 2.5675 -3.1639
C -0.5411 2.8840 -3.1833
H 2.4426 3.1933 -2.1938
H 1.4672 4.6867 -1.9576
H -1.0488 4.5208 -0.6161
H -0.5215 3.3521 0.6493
H 2.1007 3.7572 -0.5492
H -1.9003 2.9496 -0.3903
Cl 1.8253 -0.0326 -3.0321
C -2.7355 -0.0718 3.6045
N -1.5308 -0.0960 2.7822
C -0.2598 -0.3901 3.4271
C -1.5853 0.1151 1.4701
C -2.9230 0.3881 0.8632
O -0.4869 0.0530 0.8098
H -2.4495 -0.2772 4.6427
H -3.4674 -0.8270 3.2879
H -3.2391 0.9047 3.5686
H 0.1728 -1.3259 3.0510
H 0.4638 0.4132 3.2620
H -0.4624 -0.4885 4.4933
H -2.8484 0.4663 -0.2291
H -3.6068 -0.4517 1.0686
H -3.3583 1.3191 1.2766
```

Entry 7:
Here is C11H30IOP2SiTc as an isolated structure from the OMol25 dataset. Energies are from ωB97M-V/def2-TZVPD.

<S²>: 3.970
Calculated total energy in eV: -50662.94787
Total charge: +3
LUMO energy (spin up / spin down) in eV: -14.3038 / -14.2491
Spin multiplicity: 4
E_HOMO (spin up / spin down) in eV: -20.025 / -20.182

Structure (XYZ):
```
47
C11H30IOP2SiTc ωB97M-V/def2-TZVPD
C -0.8381 1.1488 -2.2552
I -1.0467 -1.5942 -2.7855
H -1.3151 0.6666 -3.1295
H -0.0051 1.7216 -2.6665
H -1.5708 1.8841 -1.9111
Tc -0.0352 0.2131 -0.3222
P 1.9392 -0.0321 -1.5753
C 3.3654 0.8453 -0.8604
C 2.5486 -1.7409 -1.7775
H 3.4245 -1.7282 -2.4373
H 2.9651 0.1650 -3.7668
H 1.7591 -2.3506 -2.2287
H 1.1790 0.2082 -3.8837
H 3.6852 0.3652 0.0670
H 2.8256 -2.1671 -0.8112
C 2.0448 0.5585 -3.3114
H 4.1909 0.8326 -1.5820
H 2.0769 1.6544 -3.3357
H 3.0919 1.8849 -0.6460
P -2.3465 0.0457 0.1046
C -2.8470 1.0495 1.5493
C -3.6149 0.5702 -1.1125
H -2.7448 -2.2906 -0.3393
H -4.1153 -1.5353 0.5223
H -2.6420 -1.9969 1.4160
C -3.0230 -1.6090 0.4705
H -3.4279 0.0813 -2.0747
H -4.6068 0.2764 -0.7429
H -3.9373 1.1734 1.5384
H -2.3770 2.0393 1.4883
H -3.5870 1.6566 -1.2439
H -2.5448 0.5732 2.4880
C 0.3340 1.9952 0.1798
O 0.5522 3.1177 0.4552
C -0.4012 -1.8459 2.6071
Si 0.5909 -0.3775 1.9081
C 0.3855 1.0290 3.1729
C 2.4094 -0.9047 2.0190
H -1.3584 -1.5379 3.0481
H 0.1971 -2.3168 3.4026
H -0.5927 -2.6066 1.8393
H 0.4653 0.6124 4.1882
H 1.1838 1.7733 3.0419
H -0.5781 1.5483 3.0900
H 3.0757 -0.0346 2.0591
H 2.5441 -1.4704 2.9528
H 2.7216 -1.5507 1.1906
```

Entry 8:
Here is C11H31CuN5O4P2 as an isolated structure from the OMol25 dataset. Energies are from ωB97M-V/def2-TZVPD.

Calculated total energy in eV: -90768.36724
Total charge: +1
LUMO energy in eV: -1.8386
E_HOMO in eV: -11.172

Structure (XYZ):
```
54
C11H31CuN5O4P2 ωB97M-V/def2-TZVPD
Cu -0.8513 0.8291 1.5538
C -1.8936 1.0564 -1.5100
N -1.5459 -0.3474 -1.7168
C -1.0136 -0.6419 -3.0466
P -1.0638 -1.2970 -0.4751
O -1.6604 -0.8418 0.8166
O 0.5511 -1.2892 -0.4686
P 1.5552 -0.6847 0.6585
O 1.1494 0.6996 1.0433
N 2.9849 -0.8551 -0.1328
C 3.0747 -0.2935 -1.4883
C 4.1928 -0.5797 0.6645
N 1.6033 -1.7163 1.9139
C 1.8198 -3.1425 1.6564
C 0.9002 -1.4305 3.1661
N -1.3804 -2.8573 -0.8000
C -2.7918 -3.2547 -0.7954
C -0.4866 -3.7814 -1.4933
H -2.6254 1.3518 -2.2630
H -1.0164 1.7070 -1.6029
H -2.3459 1.1944 -0.5310
H -1.7738 -0.4352 -3.8000
H -0.7348 -1.6908 -3.1304
H -0.1329 -0.0294 -3.2631
H 2.2296 -0.6155 -2.0906
H 3.9853 -0.6667 -1.9551
H 3.1153 0.7998 -1.4757
H 4.0930 -1.0001 1.6625
H 4.3830 0.4938 0.7492
H 5.0452 -1.0487 0.1747
H 2.3264 -3.2840 0.7048
H 0.8676 -3.6800 1.6407
H 2.4430 -3.5623 2.4458
H 0.7693 -0.3590 3.2925
H 1.4946 -1.7947 4.0038
H -0.0782 -1.9154 3.1859
H -3.3866 -2.5422 -0.2277
H -2.8870 -4.2298 -0.3185
H -3.1851 -3.3193 -1.8126
H 0.5155 -3.3695 -1.5735
H -0.8625 -4.0006 -2.4965
H -0.4268 -4.7208 -0.9409
C -2.7858 4.7745 0.7382
N -1.3490 4.6348 0.9413
C -0.4883 5.6752 0.3978
C -0.8364 3.5685 1.5339
O -1.5119 2.6303 1.9941
H -3.1093 5.7437 1.1131
H -3.3035 3.9859 1.2730
H -3.0226 4.7131 -0.3253
H -0.8621 6.6514 0.7004
H -0.4673 5.6320 -0.6918
H 0.5237 5.5574 0.7788
H 0.2561 3.5777 1.6220
```